(1)
The following is a DFT calculation (ωB97M-V with the def2-TZVPD basis set) of a molecular structure, C45H42N6OP2Se2W.

CARTESIAN COORDINATES (ANGSTROEM)
W  -1.405  -0.772  -1.200
Se  4.623  0.635  0.544
P  4.495  -1.190  -0.562
C  5.425  -1.232  -2.112
C  6.425  -0.284  -2.308
C  7.279  -0.412  -3.391
C  7.137  -1.483  -4.258
C  6.134  -2.422  -4.064
C  5.273  -2.308  -2.988
C  5.063  -2.629  0.389
C  4.438  -2.887  1.601
C  4.884  -3.915  2.407
C  5.957  -4.692  1.992
C  6.600  -4.414  0.796
C  6.166  -3.375  -0.008
C  2.722  -1.339  -0.907
C  1.513  -1.317  -0.178
N  0.570  -1.039  -1.126
N  1.140  -0.914  -2.299
N  2.415  -1.076  -2.189
P  0.798  -1.461  1.479
Se  -1.459  -1.515  1.118
C  1.202  0.019  2.460
C  0.276  1.058  2.543
C  0.605  2.232  3.198
C  1.856  2.377  3.780
C  2.759  1.327  3.737
C  2.443  0.149  3.082
C  1.221  -2.999  2.312
C  1.395  -3.031  3.692
C  1.644  -4.245  4.308
C  1.699  -5.412  3.559
C  1.499  -5.373  2.186
C  1.255  -4.169  1.555
H  6.541  0.542  -1.616
H  8.060  0.317  -3.549
H  7.818  -1.594  -5.087
H  6.034  -3.253  -4.747
H  4.497  -3.043  -2.818
H  3.598  -2.269  1.896
H  4.405  -4.097  3.357
H  6.298  -5.511  2.607
H  7.453  -4.998  0.485
H  6.680  -3.157  -0.933
H  -0.716  0.934  2.120
H  -0.118  3.031  3.263
H  2.119  3.303  4.270
H  3.725  1.419  4.206
H  3.163  -0.654  3.072
H  1.332  -2.118  4.270
H  1.787  -4.274  5.377
H  1.882  -6.356  4.052
H  1.522  -6.282  1.606
H  1.088  -4.130  0.486
C  -7.313  3.801  -0.047
C  -5.921  4.329  0.063
C  -5.632  5.665  -0.214
C  -4.354  6.158  -0.075
C  -3.310  5.334  0.351
N  -2.060  5.936  0.547
C  -0.827  5.432  0.836
O  -0.008  6.037  1.477
N  -0.504  4.140  0.376
C  -0.980  3.412  -0.679
C  -1.722  3.956  -1.743
C  -2.194  3.109  -2.731
C  -1.985  1.742  -2.637
N  -1.272  1.212  -1.625
C  -0.740  2.036  -0.706
C  -3.591  3.997  0.629
C  -4.874  3.509  0.477
H  -8.026  4.615  -0.158
H  -7.573  3.222  0.839
H  -7.409  3.144  -0.914
H  -6.425  6.330  -0.524
H  -4.156  7.200  -0.272
H  -2.129  6.921  0.777
H  0.310  3.783  0.862
H  -1.870  5.021  -1.802
H  -2.730  3.508  -3.575
H  -2.358  1.034  -3.384
H  -0.092  1.586  0.047
H  -2.828  3.346  1.025
H  -5.075  2.475  0.721
C  -5.656  -0.864  -0.605
C  -5.387  -1.479  -1.991
C  -5.848  -0.502  -3.084
C  -6.093  -2.832  -2.134
C  -3.945  -1.660  -2.079
C  -2.750  -1.937  -2.153
H  -6.721  -0.686  -0.478
H  -5.128  0.087  -0.505
H  -5.321  -1.535  0.185
H  -6.918  -0.333  -2.992
H  -5.648  -0.902  -4.075
H  -5.338  0.456  -2.984
H  -7.167  -2.703  -2.026
H  -5.749  -3.528  -1.372
H  -5.896  -3.269  -3.109

Expectation value of S²: 2.02
Kohn-Sham gap (spin up / spin down) in eV: 5.03 / 4.90
Charge: +2
Spin multiplicity: 3
HOMO (spin up / spin down) in eV: -12.14 / -12.13
Total energy in Eh: -7695.86075

These are the natural (NBO) partial charges, in e, on atoms 1 to 5: 1.50 -0.50 1.26 -0.33 -0.20

***

(2)
The following is a DFT calculation (ωB97M-V with the def2-TZVPD basis set) of a molecular structure, C45H43ClGeN3O13P3SeY.

CARTESIAN COORDINATES (ANGSTROEM)
Y  0.999  -0.351  -0.795
N  -0.502  -1.320  1.192
C  -1.809  -1.891  1.300
C  -2.511  -1.819  2.498
C  -3.782  -2.362  2.594
C  -4.351  -2.994  1.497
C  -3.657  -3.056  0.301
C  -2.390  -2.492  0.179
P  -1.472  -2.367  -1.387
C  -0.431  -3.864  -1.345
C  -0.186  -4.574  -0.172
C  0.720  -5.627  -0.161
C  1.383  -5.986  -1.325
C  1.139  -5.288  -2.499
C  0.250  -4.228  -2.507
C  -2.751  -2.721  -2.618
C  -2.910  -3.946  -3.254
C  -3.952  -4.132  -4.153
C  -4.845  -3.104  -4.410
C  -4.700  -1.883  -3.764
C  -3.656  -1.693  -2.877
H  0.223  -2.031  1.303
H  -0.312  -0.633  1.912
H  -2.056  -1.336  3.356
H  -4.326  -2.295  3.527
H  -5.340  -3.426  1.571
H  -4.115  -3.525  -0.561
H  -0.721  -4.333  0.739
H  0.891  -6.175  0.757
H  2.083  -6.813  -1.320
H  1.652  -5.561  -3.412
H  0.086  -3.672  -3.422
H  -2.229  -4.761  -3.048
H  -4.065  -5.087  -4.650
H  -5.653  -3.253  -5.114
H  -5.395  -1.076  -3.956
H  -3.547  -0.738  -2.373
N  4.594  -2.815  0.687
C  4.691  -1.384  0.193
C  6.118  -0.888  0.125
P  3.691  -1.394  -1.373
O  4.701  -1.737  -2.548
O  3.100  -0.008  -1.527
O  2.726  -2.505  -1.077
P  3.618  -0.409  1.380
O  4.220  -0.957  2.783
O  3.849  1.036  1.231
O  2.260  -1.041  1.193
H  5.379  -3.380  0.364
H  3.708  -3.167  0.264
H  4.553  -2.842  1.709
H  6.712  -1.464  -0.589
H  6.598  -0.917  1.106
H  6.100  0.150  -0.203
H  4.413  -1.369  -3.399
H  4.239  -0.260  3.458
O  0.455  1.633  -0.570
N  0.725  1.323  0.710
O  0.273  1.089  -3.424
Se  0.587  -0.523  -4.254
O  1.778  -0.168  -5.247
O  1.132  -1.336  -2.934
O  -0.825  -1.044  -4.774
Cl  -6.633  1.376  0.491
C  -5.253  1.511  -0.555
C  -5.446  1.867  -1.883
C  -4.347  1.968  -2.716
C  -3.072  1.705  -2.222
C  -2.894  1.368  -0.883
C  -3.990  1.271  -0.040
C  -1.932  1.762  -3.176
O  -1.861  2.375  -4.191
O  -0.943  0.929  -2.694
H  -6.445  2.057  -2.249
H  -4.465  2.239  -3.757
H  -1.900  1.210  -0.491
H  -3.864  1.018  1.004
C  -3.403  4.374  2.143
C  -2.706  4.503  0.948
C  -1.380  4.106  0.873
C  -0.728  3.571  1.986
C  -1.437  3.454  3.177
C  -2.764  3.854  3.259
Ge  1.069  2.851  1.732
C  2.134  4.153  0.787
C  1.998  5.489  1.168
C  2.711  6.487  0.519
C  3.557  6.155  -0.529
C  3.692  4.830  -0.921
C  2.991  3.831  -0.264
C  1.810  2.153  3.379
C  2.950  2.711  3.950
C  3.534  2.141  5.072
C  2.982  1.000  5.641
C  1.838  0.439  5.089
C  1.260  1.017  3.968
H  -4.440  4.680  2.204
H  -3.198  4.908  0.072
H  -0.849  4.207  -0.067
H  -0.954  3.045  4.060
H  -3.301  3.759  4.195
H  1.316  5.761  1.967
H  2.597  7.519  0.823
H  4.110  6.931  -1.044
H  4.346  4.573  -1.744
H  3.115  2.796  -0.563
H  3.408  3.581  3.494
H  4.424  2.585  5.501
H  3.437  0.555  6.517
H  1.400  -0.448  5.530
H  0.366  0.567  3.548

Expectation value of S²: 0.76
Kohn-Sham gap (spin up / spin down) in eV: 8.15 / 8.28
Spin multiplicity: 2
HOMO (spin up / spin down) in eV: -8.26 / -8.39
Total energy in Eh: -8884.16424
Energy relative to the best compared isomer or geometry (same formula, charge and spin) in eV: 3.956

These are the Mulliken partial charges, in e, on atoms 1 to 5: 0.62 0.81 -0.49 -0.49 -0.69

***

(3)
The following is a DFT calculation (ωB97M-V with the def2-TZVPD basis set) of a molecular structure, C45H44BaN7S2Si.

CARTESIAN COORDINATES (ANGSTROEM)
Ba  -0.971  0.889  -0.338
C  2.158  6.286  0.687
S  2.995  4.711  0.359
C  1.668  3.612  -0.148
S  0.085  3.867  0.376
N  2.176  2.678  -0.924
N  1.347  1.704  -1.346
C  1.768  1.050  -2.370
C  0.911  0.130  -3.095
C  1.294  -0.310  -4.369
C  0.418  -1.078  -5.112
C  -0.822  -1.401  -4.576
C  -1.114  -0.940  -3.302
N  -0.280  -0.206  -2.581
H  2.705  6.806  1.469
H  1.144  6.065  1.012
H  2.150  6.878  -0.227
H  2.742  1.280  -2.805
H  2.255  -0.014  -4.769
H  0.691  -1.413  -6.105
H  -1.537  -1.990  -5.132
H  -2.067  -1.163  -2.830
C  -0.468  4.732  -3.221
C  -0.631  3.341  -3.121
N  -1.600  2.766  -2.452
C  -2.538  3.543  -1.862
C  -2.516  4.960  -1.990
C  -1.418  5.536  -2.661
C  -3.542  5.739  -1.416
C  -4.507  5.119  -0.668
C  -4.521  3.731  -0.492
C  -3.574  2.898  -1.086
N  -3.454  1.557  -0.903
C  -4.462  0.715  -0.626
C  -5.835  0.945  -0.812
C  -6.803  0.029  -0.396
C  -6.466  -1.151  0.224
C  -5.104  -1.492  0.335
C  -4.662  -2.709  0.903
C  -3.336  -3.047  0.858
C  -2.451  -2.164  0.224
N  -2.806  -0.983  -0.222
C  -4.103  -0.610  -0.162
H  0.405  5.142  -3.712
H  0.072  2.683  -3.620
H  -1.336  6.616  -2.706
H  -3.534  6.814  -1.554
H  -5.274  5.712  -0.183
H  -5.266  3.300  0.163
H  -6.153  1.873  -1.267
H  -7.850  0.261  -0.558
H  -7.218  -1.825  0.617
H  -5.393  -3.360  1.370
H  -2.963  -3.965  1.292
H  -1.401  -2.416  0.106
C  -0.219  -0.397  2.105
Si  1.230  -1.477  2.330
C  1.366  -2.799  0.942
N  1.492  -2.212  -0.397
C  2.816  -1.619  -0.653
C  3.518  -2.194  -1.885
C  3.472  -3.720  -1.856
C  2.014  -4.218  -1.845
C  1.046  -3.081  -1.475
C  1.160  -2.518  3.942
C  1.102  -1.846  5.167
C  0.888  -2.517  6.360
C  0.723  -3.897  6.362
C  0.785  -4.591  5.164
C  0.997  -3.905  3.974
C  2.851  -0.505  2.474
C  4.002  -1.082  3.015
C  5.184  -0.365  3.126
C  5.235  0.957  2.701
C  4.099  1.552  2.169
C  2.924  0.823  2.053
H  -0.197  0.385  2.878
H  -1.128  -0.987  2.290
H  0.424  -3.359  0.966
H  2.169  -3.533  1.145
H  3.460  -1.789  0.214
H  2.719  -0.534  -0.766
H  4.553  -1.849  -1.892
H  3.044  -1.821  -2.799
H  3.997  -4.068  -0.962
H  4.007  -4.130  -2.716
H  1.901  -5.046  -1.143
H  1.732  -4.586  -2.836
H  0.077  -3.504  -1.202
H  0.879  -2.460  -2.360
H  1.218  -0.766  5.177
H  0.843  -1.969  7.295
H  0.548  -4.429  7.290
H  0.668  -5.669  5.156
H  1.035  -4.467  3.046
H  3.966  -2.110  3.364
H  6.067  -0.833  3.546
H  6.153  1.525  2.795
H  4.128  2.587  1.847
H  2.043  1.288  1.623

Kohn-Sham gap in eV: 5.64
Charge: -1
HOMO in eV: -3.89
Total energy in Eh: -3235.98058
Energy relative to the best compared isomer or geometry (same formula, charge and spin) in eV: 0.560

These are the Mulliken partial charges, in e, on atoms 1 to 5: 1.19 -0.88 -0.06 0.22 -0.34

***

(4)
The following is a DFT calculation (ωB97M-V with the def2-TZVPD basis set) of a molecular structure, C45H44FeP2.

CARTESIAN COORDINATES (ANGSTROEM)
Fe  0.748  0.285  2.873
C  -2.287  -0.026  4.660
C  -2.403  -0.286  3.339
C  -2.975  0.585  2.275
C  -2.005  1.587  1.579
C  -0.939  2.147  2.497
C  -1.113  2.735  3.727
C  -2.193  2.665  4.740
C  -2.538  1.244  5.397
C  2.199  -0.406  1.916
H  -1.913  -0.848  5.282
H  -2.216  -1.337  3.054
H  -3.859  1.104  2.667
H  -3.327  -0.088  1.463
H  -1.522  1.075  0.727
H  -2.533  2.420  1.086
H  -0.088  2.585  1.909
H  -0.250  3.360  4.038
H  -3.137  3.128  4.404
H  -1.797  3.329  5.543
H  -1.975  1.184  6.350
H  -3.578  1.203  5.724
H  2.758  -0.805  2.803
H  2.661  0.520  1.526
H  1.942  -1.164  1.155
P  -0.374  -1.449  -3.683
P  1.176  0.779  -3.784
C  -1.323  -0.019  -4.175
C  -0.532  1.069  -4.382
C  -0.832  -2.717  -4.964
C  -1.964  -2.590  -5.784
C  -2.294  -3.615  -6.673
C  -1.474  -4.742  -6.807
C  -0.367  -4.877  -5.950
C  -0.046  -3.880  -5.033
C  -1.193  -2.113  -2.201
C  -0.675  -1.645  -0.973
C  -1.391  -1.931  0.187
C  -2.417  -2.889  0.170
C  -2.941  -3.312  -1.065
C  -2.348  -2.909  -2.270
C  2.103  1.197  -5.345
C  1.912  0.278  -6.390
C  2.428  0.544  -7.656
C  3.216  1.669  -7.895
C  3.440  2.564  -6.845
C  2.897  2.335  -5.566
C  1.558  2.225  -2.801
C  2.807  2.262  -2.163
C  3.155  3.385  -1.422
C  2.240  4.433  -1.269
C  0.995  4.370  -1.893
C  0.638  3.270  -2.666
H  -2.420  -0.056  -4.246
H  -0.780  2.014  -4.861
H  -2.567  -1.683  -5.740
H  -3.191  -3.531  -7.279
H  -1.694  -5.509  -7.554
H  0.251  -5.769  -6.013
H  0.821  -3.983  -4.373
H  0.256  -1.082  -0.915
H  -1.125  -1.415  1.106
H  -2.801  -3.278  1.127
H  -3.823  -3.950  -1.093
H  -2.764  -3.229  -3.235
H  1.328  -0.629  -6.204
H  2.196  -0.140  -8.469
H  3.648  1.847  -8.879
H  4.031  3.457  -7.018
H  3.089  3.051  -4.763
H  3.495  1.422  -2.272
H  4.143  3.443  -0.965
H  2.504  5.302  -0.659
H  0.280  5.188  -1.788
H  -0.330  3.217  -3.168
C  1.167  -3.052  7.600
C  0.953  -3.166  6.225
C  0.802  -2.044  5.436
C  0.884  -0.737  5.947
C  0.853  0.437  5.106
C  1.099  1.651  5.710
C  1.344  1.810  7.116
C  1.336  0.693  7.950
C  1.149  -0.621  7.381
C  1.269  -1.794  8.158
H  1.266  -3.929  8.219
H  0.907  -4.141  5.764
H  0.660  -2.119  4.351
H  1.150  2.526  5.075
H  1.586  2.804  7.534
H  1.530  0.758  9.029
H  1.445  -1.649  9.223

Expectation value of S²: 6.02
Kohn-Sham gap (spin up / spin down) in eV: 7.18 / 6.63
Spin multiplicity: 5
HOMO (spin up / spin down) in eV: -6.80 / -6.80
Total energy in Eh: -3687.33222
Energy relative to the best compared isomer or geometry (same formula, charge and spin) in eV: 1.385

These are the Mulliken partial charges, in e, on atoms 1 to 5: -0.02 -0.43 0.05 -1.08 -0.29